1.
Below is C5H12Cl7HgO2 as an isolated structure at a distorted geometry, with properties calculated with ωB97M-V/def2-TZVPD.

```
27
Properties=species:S:1:pos:R:3:forces:R:3
Hg -0.635 -0.983 -1.339 0.3 -0.1 -0.5
C 3.837 -2.705 -0.798 -2.3 0.1 -1.5
O 2.813 -2.579 -1.773 1.0 -0.1 1.4
H 3.792 -1.845 -0.130 0.4 0.8 0.0
H 3.637 -3.504 -0.083 0.2 -0.7 -0.1
H 4.792 -2.772 -1.318 0.4 0.0 0.3
C 0.333 3.206 -4.089 0.3 -2.5 1.2
O 0.289 1.762 -4.020 -0.5 2.5 -0.6
H -0.563 3.718 -3.738 -0.5 -0.3 0.5
H 1.194 3.481 -3.480 0.1 0.6 -0.1
H 0.405 3.681 -5.067 0.5 -0.6 -0.8
Cl -1.796 -3.074 -4.945 0.0 0.1 0.2
C -5.366 2.136 2.231 0.0 0.9 -0.2
Cl -4.131 1.527 1.054 -1.2 0.2 0.8
Cl -5.164 1.541 3.872 0.3 -0.2 0.2
H -5.276 3.222 2.254 0.4 -0.2 0.0
H -6.427 1.982 2.032 0.4 -0.7 -0.9
C -0.500 -5.366 2.322 -0.2 0.7 -0.1
Cl -1.293 -3.812 1.805 0.5 -0.7 0.6
Cl -0.598 -6.534 1.043 0.0 -0.7 -0.7
H 0.562 -5.190 2.493 -0.3 0.2 0.2
H -1.024 -5.802 3.172 0.1 0.5 0.0
C 2.373 3.564 1.734 -0.4 0.3 1.1
Cl 1.442 4.948 1.144 0.1 0.2 -0.2
Cl 1.481 2.054 1.397 0.8 0.4 -0.1
H 3.409 3.660 1.411 -0.4 -0.6 -0.7
H 2.415 3.685 2.816 -0.2 -0.2 -0.1
```
Positions in Å, forces in eV/Å.

As for the total charge: -1. The calculation puts the energy above the lowest of the compared OMol25 structures with the same formula, charge and spin at 727.9 kJ/mol. As for the HOMO-LUMO gap: 2.662 eV.

---

2.
Below is C5H12ClO2ScSr as an isolated structure at a distorted geometry, with properties calculated with ωB97M-V/def2-TZVPD.

```
22
Properties=species:S:1:pos:R:3:forces:R:3
Sc 0.215 0.159 -1.786 -0.7 1.2 -1.1
Cl 0.834 -1.427 -0.382 2.9 -5.0 0.1
C 1.942 1.102 -2.027 3.6 2.0 -0.8
C -0.770 -1.016 -3.036 -1.9 -2.3 -3.0
H 1.939 1.491 -3.050 0.3 0.3 -0.3
H 2.042 1.938 -1.328 0.1 0.1 0.0
H 2.786 0.421 -1.905 0.3 0.0 -0.1
H -0.696 -0.548 -4.021 -0.2 -0.1 -0.5
H -1.824 -1.101 -2.759 -0.1 0.0 -0.1
H -0.324 -2.011 -3.077 0.0 -0.2 -0.2
Sr -0.368 -0.011 1.171 5.1 3.5 4.0
C -1.900 -1.023 2.077 -5.4 -3.4 3.3
C -1.012 1.045 -0.581 -1.9 3.3 -2.2
H -2.843 -0.586 1.729 -0.2 -0.1 0.1
H -1.866 -2.096 1.891 -0.3 -0.4 0.2
H -1.738 -0.799 3.145 -0.2 -0.2 0.0
H -2.028 0.950 -0.868 -1.5 0.4 -0.3
H -0.630 2.042 -0.356 -0.3 0.6 0.2
O 2.234 0.855 4.718 0.4 -0.4 0.7
C 1.571 0.362 3.808 -0.7 1.0 -1.3
O 1.024 1.025 2.851 0.7 -0.9 1.2
H 1.412 -0.773 3.788 0.1 0.7 0.0
```
Positions in Å, forces in eV/Å.

As for the total charge: -2. As for the HOMO-LUMO gap: 4.295 eV.

---

3.
Below is C5H12CrO3 as an isolated structure at a distorted geometry, with properties calculated with ωB97M-V/def2-TZVPD.

```
21
Properties=species:S:1:pos:R:3:forces:R:3
C -1.795 2.373 0.994 0.1 0.2 0.0
H -2.884 2.257 0.968 0.2 0.1 0.3
H -1.502 3.187 0.326 -0.1 -0.2 0.2
H -1.397 2.547 2.000 -0.3 0.1 -0.1
O -1.212 1.169 0.452 0.2 0.5 -1.1
C -0.997 0.154 1.266 -0.5 -0.7 -0.8
H -0.363 0.405 2.128 0.0 -0.7 -0.3
H -1.844 -0.538 1.354 0.5 -0.1 0.2
O -0.007 -0.219 -2.598 -0.6 -1.0 0.9
C -0.719 -1.049 -1.886 -0.8 1.7 -1.0
C 0.278 -1.159 -0.086 1.3 -1.0 1.0
O 1.373 -0.255 -0.233 -0.3 0.5 0.8
C 2.660 -0.789 0.036 0.5 -0.6 0.1
Cr 0.932 1.204 -1.616 -0.3 0.2 -0.4
H -0.801 -2.092 -2.244 0.5 0.3 0.5
H -1.666 -0.633 -1.489 0.4 -0.4 0.0
H 0.624 -2.095 -0.563 -0.6 0.0 -0.9
H 0.363 -1.694 0.874 -0.2 0.7 0.7
H 3.373 0.040 0.082 -0.2 -0.2 -0.1
H 2.654 -1.318 0.998 0.0 0.2 -0.2
H 2.929 -1.497 -0.762 0.1 0.2 0.2
```
Positions in Å, forces in eV/Å.

As for the total charge: +1. The calculation puts the energy above the lowest of the compared OMol25 structures with the same formula, charge and spin at 341.2 kJ/mol. As for the HOMO-LUMO gap (spin up / spin down): 5.079 / 9.056 eV. As for the spin multiplicity: 6.

---

4.
Below is an isolated ion of composition C5H12FN2O and charge +1 at a distorted geometry, with properties calculated with ωB97M-V/def2-TZVPD.

```
21
Properties=species:S:1:pos:R:3:forces:R:3
C -1.472 -0.516 -1.694 2.4 0.7 -1.8
O -0.955 -1.095 -0.509 2.8 2.3 3.3
C 0.176 -0.248 0.196 -1.2 -3.2 -3.1
N -0.112 0.712 0.992 -2.9 -1.0 -1.8
C 0.775 1.612 1.563 3.2 1.3 4.1
C -1.535 0.836 1.373 -1.7 -1.6 0.0
N 1.350 -0.791 -0.149 -0.7 0.6 0.5
C 1.520 -1.589 -1.300 1.1 -0.6 -2.0
F 2.550 -0.414 0.386 -0.6 0.6 0.4
H -1.831 0.494 -1.615 -0.7 0.3 0.6
H -2.186 -1.205 -2.114 -0.3 -0.1 0.1
H -0.600 -0.402 -2.413 -1.1 -0.4 0.4
H 1.095 2.502 1.013 -0.4 -0.4 -0.5
H 0.376 1.994 2.564 0.1 -0.5 -1.5
H 1.699 1.062 1.924 -0.9 0.7 -0.7
H -1.979 1.810 1.126 0.6 -0.2 0.3
H -2.253 0.001 0.970 1.9 1.6 0.4
H -1.434 0.610 2.423 -0.8 0.6 0.6
H 2.379 -2.248 -1.183 -0.3 -0.3 0.6
H 1.871 -1.005 -2.216 -1.2 -0.4 1.0
H 0.565 -2.121 -1.337 0.7 -0.2 -0.9
```
Positions in Å, forces in eV/Å.

As for the total charge: +1. Its SMILES is CO/C(N(C)C)=[N+](\C)F. The calculation puts the energy above the lowest of the compared OMol25 structures with the same formula, charge and spin at 152.2 kJ/mol. As for the HOMO-LUMO gap: 11.102 eV.

---

Number 3 is which compound?
C5H12CrO3